Entry from the Open Molecules 2025 dataset: a 5-piece molecular cluster, C2H11NO3 overall at a distorted geometry (ωB97M-V/def2-TZVPD).

LUMO energy (alpha / beta) ... 4.038 / 4.018 eV
E_HOMO (alpha / beta) ... -1.78 / -4.53 eV
Spin multiplicity ... 2
Net charge ... -1
HOMO-LUMO gap (alpha / beta) ... 0.2137 / 0.3141 hartree
ΔE to the lowest compared entry with this formula, charge and spin ... 2.5872 eV

Cartesian coordinates (Å):
C: 0.876 0.212 0.391
O: 0.406 -2.416 0.289
C: 0.031 1.311 0.422
N: 1.933 1.835 0.875
H: 1.592 0.046 -0.484
H: 0.951 -0.534 1.225
H: 0.245 -3.362 0.323
H: -0.608 1.549 1.220
H: -0.168 1.802 -0.542
H: 2.370 1.235 1.536
H: 1.551 2.470 1.568
H: -1.641 -0.145 -1.524
H: -1.457 -0.248 -3.112
O: -1.501 0.434 -2.367
H: -2.380 -1.430 0.223
H: -0.496 -1.896 0.129
O: -1.705 -0.865 -0.174